{
  "formula": "C11H15ClIrMnNO3S",
  "method": "wB97M-V/def2-TZVPD",
  "e_above_lowest_kj_mol": 0.0,
  "charge": -2,
  "orbital_gap_ev": [3.33, 6.56],
  "multiplicity": 10,
  "species": ["Ir", "Cl", "C", "H", "H", "H", "Mn", "C", "C", "C", "H", "H", "H", "H", "H", "H", "H", "H", "O", "C", "N", "S", "O", "O", "C", "C", "C", "C", "C", "C", "H", "H", "H", "H"],
  "positions_angstrom": [[-0.60640, 0.26504, -1.20506], [-1.48344, 2.35615, -1.53261], [-2.10633, -1.01324, -1.38112], [-2.01844, -1.88866, -0.72218], [-2.24268, -1.33042, -2.42155], [-2.96497, -0.40245, -1.06031], [0.31478, -1.61964, -3.57877], [1.73883, -0.25419, -4.00752], [-0.98254, -0.85501, -5.03314], [0.61648, -1.42018, -1.52245], [-1.54265, -1.72623, -5.43801], [-1.68825, -0.08608, -4.65722], [-0.36184, -0.41668, -5.83609], [2.69853, -0.78949, -3.85718], [1.63689, 0.12307, -5.03324], [1.60426, 0.55265, -3.27053], [0.14938, -2.32467, -1.10150], [1.68363, -1.43676, -1.25010], [-1.66442, 2.14833, 1.20157], [-0.72364, 1.44273, 1.53902], [-0.07313, 0.56365, 0.66161], [1.02578, -0.56147, 1.46133], [0.41857, -1.87097, 1.45909], [2.35543, -0.34805, 0.95873], [0.76747, 0.26873, 3.03720], [1.31950, -0.03369, 4.28493], [0.93953, 0.71898, 5.41341], [0.00925, 1.75949, 5.26543], [-0.51938, 2.05629, 4.01116], [-0.12967, 1.30900, 2.89234], [2.03701, -0.84889, 4.36141], [1.36103, 0.49172, 6.39315], [-0.31425, 2.33315, 6.13421], [-1.25429, 2.83778, 3.83401]],
  "forces_ev_per_a": [[1.87, -1.42, -1.37], [-0.15, 0.54, -0.94], [-1.69, -0.24, -0.37], [0.24, 0.24, -0.16], [-0.08, -0.18, 0.11], [-0.10, -0.43, -0.13], [-1.21, 0.61, -0.79], [1.33, 0.30, -0.40], [-0.60, -0.85, -0.58], [-0.85, 0.37, 2.78], [-0.17, 0.63, -0.18], [0.32, -0.44, -0.08], [-0.34, -0.18, 0.26], [0.08, 0.64, -0.07], [0.32, 0.06, 0.19], [0.31, -0.12, -0.24], [0.14, -0.02, -0.18], [-0.29, 0.37, -0.39], [-0.36, 0.34, 0.44], [0.98, -0.24, 2.45], [2.04, -1.73, 0.91], [-2.36, 3.12, 1.07], [0.62, -0.27, -0.12], [0.34, -0.66, -0.16], [1.95, -1.94, 0.68], [-0.23, 0.09, -0.70], [0.94, -1.02, 0.07], [-1.16, 1.06, -1.09], [0.06, 0.07, 1.36], [-1.95, 1.27, -2.38], [-0.10, 0.09, 0.11], [-0.05, 0.00, -0.24], [0.08, -0.06, -0.14], [0.08, -0.03, 0.26]],
  "lowdin_spin": [1.653, 0.187, 0.114, 0.017, 0.049, 0.007, 4.707, 0.140, 0.074, 0.503, 0.031, 0.010, 0.012, 0.024, 0.021, 0.017, 0.058, 0.033, 0.157, 0.134, 0.249, 0.037, 0.028, 0.021, 0.148, 0.020, 0.185, 0.081, 0.068, 0.193, -0.003, 0.018, 0.003, 0.003]
}

{
  "formula": "C11H15ClNO3PbRuS",
  "method": "wB97M-V/def2-TZVPD",
  "charge": -2,
  "orbital_gap_ev": [3.64, 5.85],
  "multiplicity": 6,
  "species": ["Ru", "Cl", "C", "H", "H", "H", "Pb", "C", "C", "C", "H", "H", "H", "H", "H", "H", "H", "H", "O", "C", "N", "S", "O", "O", "C", "C", "C", "C", "C", "C", "H", "H", "H", "H"],
  "positions_angstrom": [[-0.14447, 0.61562, -0.16540], [-0.43909, 2.82175, -0.62577], [-2.01945, 0.05198, 0.04133], [-2.06337, -0.86385, 0.65274], [-2.40635, -0.15604, -0.96886], [-2.59712, 0.86244, 0.51254], [1.08021, -1.20649, -3.17307], [2.42195, 0.61502, -3.04306], [-0.80771, -0.17395, -3.88628], [0.56890, -1.12591, -0.85098], [-1.57747, -0.94977, -3.99543], [-1.12512, 0.58434, -3.15777], [-0.58012, 0.29226, -4.85606], [3.41417, 0.26267, -2.72910], [2.46530, 1.07894, -4.03908], [2.00430, 1.31385, -2.30222], [-0.16430, -1.94732, -0.70785], [1.53706, -1.37187, -0.36671], [0.73688, -1.40810, 2.10858], [0.66095, -0.26090, 2.56142], [0.45526, 0.85473, 1.73978], [0.01141, 2.32634, 2.56980], [0.94760, 3.37787, 2.30102], [-1.40814, 2.53365, 2.50254], [0.40995, 1.53770, 4.10006], [0.37711, 2.17257, 5.33830], [0.66280, 1.41099, 6.48062], [0.97569, 0.04528, 6.35841], [1.00784, -0.56428, 5.10171], [0.72499, 0.20028, 3.96076], [0.13774, 3.23278, 5.38492], [0.64226, 1.88403, 7.46284], [1.18928, -0.53718, 7.25734], [1.24362, -1.62081, 4.97262]],
  "forces_ev_per_a": [[1.31, -1.09, -0.76], [-0.03, 1.17, -0.77], [-1.92, -0.89, -0.26], [0.07, 0.30, -0.16], [-0.10, -0.01, 0.27], [0.34, -0.19, -0.11], [0.12, -0.68, 0.27], [0.06, 0.33, 0.02], [-0.24, 0.25, -0.06], [-0.20, -0.19, -0.15], [0.04, 0.28, -0.08], [-0.03, -0.10, -0.30], [-0.26, -0.05, 0.17], [-0.16, 0.27, -0.10], [0.14, 0.06, 0.30], [0.31, -0.03, -0.36], [0.50, 0.31, 0.09], [-0.61, 0.12, 0.06], [0.17, -0.18, 0.15], [0.12, 0.72, 2.41], [-0.39, 2.13, -0.12], [1.65, -3.93, 1.39], [-0.25, 0.71, -0.46], [-0.37, 0.67, -0.47], [-0.49, 2.82, 1.25], [0.10, -0.55, -0.75], [-0.18, 1.07, 0.49], [0.17, -1.21, -1.06], [0.07, -0.08, 1.58], [0.10, -2.09, -2.33], [0.01, -0.14, 0.14], [0.01, -0.10, -0.18], [-0.02, 0.07, -0.23], [-0.05, 0.21, 0.13]],
  "lowdin_spin": [2.936, 0.238, 0.103, 0.023, 0.036, 0.014, 0.084, 0.010, 0.014, 0.161, 0.001, 0.004, 0.002, 0.001, 0.001, 0.001, 0.034, 0.026, 0.153, 0.153, 0.248, 0.041, 0.020, 0.016, 0.139, 0.020, 0.181, 0.062, 0.077, 0.179, -0.003, 0.017, 0.001, 0.005]
}

{
  "formula": "C11H15CoN4O2S",
  "method": "wB97M-V/def2-TZVPD",
  "charge": 1,
  "orbital_gap_ev": [7.75, 8.09],
  "multiplicity": 4,
  "species": ["Co", "C", "N", "C", "C", "N", "C", "S", "C", "C", "C", "C", "C", "N", "H", "H", "H", "H", "H", "H", "H", "H", "H", "N", "C", "C", "O", "O", "H", "H", "H", "H", "H", "H"],
  "positions_angstrom": [[0.61830, 0.92986, -1.77300], [-2.62468, -3.02510, -1.74058], [-2.39181, -1.86562, -0.90029], [-3.12242, -1.59883, 0.22136], [-2.67810, -0.47374, 0.77825], [-1.61718, 0.07622, 0.05169], [-1.38927, -0.83735, -1.09738], [-0.33652, -0.89849, -2.40243], [-0.94004, 1.30322, 0.43106], [-1.35199, 1.99291, 1.58252], [-0.72544, 3.17981, 1.98318], [0.31842, 3.68411, 1.23286], [0.68512, 2.97301, 0.11436], [0.08375, 1.82680, -0.27694], [-3.44789, -3.62899, -1.34731], [-1.71612, -3.63329, -1.77465], [-2.87355, -2.69223, -2.75241], [-3.92533, -2.23861, 0.55605], [-3.08468, -0.04082, 1.67622], [-2.16233, 1.64826, 2.21005], [-1.05953, 3.69822, 2.87760], [0.82903, 4.59875, 1.50872], [1.49692, 3.30626, -0.52587], [3.68667, -1.58771, -0.42723], [3.10832, -1.00406, 0.84249], [1.86803, -0.15217, 0.48702], [1.15365, 0.24331, 1.42965], [1.79351, -0.02565, -0.78023], [4.69505, -1.49294, -0.52749], [3.20850, -0.98109, -1.14275], [3.33149, -2.52678, -0.61143], [3.88636, -0.37244, 1.27930], [2.86778, -1.84079, 1.50197], [1.81596, 1.45596, -2.68439]],
  "forces_ev_per_a": [[1.54, 1.24, -3.34], [0.48, 0.06, -0.55], [1.96, 2.26, -0.08], [0.01, 0.02, 0.05], [-0.12, 0.67, 0.80], [0.79, -1.41, -2.35], [-2.84, -1.16, 2.31], [-1.73, -1.09, -0.51], [-0.11, 1.10, 0.70], [-0.14, 0.17, 0.20], [-0.36, -0.74, -0.28], [0.09, -0.11, 0.02], [-0.11, -0.39, -0.27], [-2.80, 1.67, 1.56], [0.20, 0.33, 0.08], [-0.16, 0.02, -0.09], [0.07, -0.13, 0.09], [0.12, 0.07, -0.08], [0.24, 0.15, -0.15], [0.06, -0.13, -0.19], [-0.04, -0.18, -0.15], [-0.02, -0.12, -0.11], [-0.15, -0.09, -0.03], [-0.77, 0.69, -0.42], [0.59, -0.42, 0.36], [-0.23, -0.42, 1.78], [1.69, -1.04, -1.72], [1.90, -1.43, 2.32], [-0.05, -0.38, 0.13], [0.03, 0.02, 0.03], [0.49, -0.03, 0.13], [-0.25, -0.13, 0.13], [-0.01, 0.39, 0.10], [-0.39, 0.55, -0.48]],
  "lowdin_spin": [2.537, 0.002, 0.003, 0.001, 0.000, 0.006, 0.022, 0.087, 0.010, 0.003, -0.003, 0.003, 0.016, 0.069, 0.000, 0.001, 0.000, 0.000, 0.000, 0.001, 0.000, 0.000, 0.008, 0.002, 0.006, 0.012, 0.005, 0.105, 0.000, 0.001, 0.000, 0.000, 0.000, 0.104]
}

{
  "formula": "C11H15F7O8SSi",
  "method": "wB97M-V/def2-TZVPD",
  "e_above_lowest_kj_mol": 193.4,
  "charge": 0,
  "orbital_gap_ev": 10.15,
  "multiplicity": 1,
  "species": ["O", "S", "O", "Si", "C", "F", "F", "C", "F", "F", "C", "F", "F", "F", "H", "H", "H", "C", "C", "C", "O", "C", "O", "O", "H", "H", "H", "H", "H", "H", "C", "C", "C", "O", "C", "O", "O", "H", "H", "H", "H", "H", "H"],
  "positions_angstrom": [[-3.27658, -1.34885, 3.15083], [-2.88786, -0.21235, 2.22001], [-3.17280, 1.05468, 3.01073], [-4.23526, -0.18350, 0.53451], [-1.07060, -0.16141, 1.80306], [-0.71925, 1.20698, 1.65065], [-0.32966, -0.59777, 2.92856], [-0.60638, -0.90041, 0.45833], [-0.90524, -0.17472, -0.73628], [0.81679, -0.90827, 0.50172], [-1.04272, -2.43449, 0.32706], [-1.96864, -2.61167, -0.72283], [-1.44471, -3.02666, 1.50852], [0.09792, -3.15679, -0.09277], [-5.61391, -0.05023, 1.05652], [-3.99335, 1.05058, -0.23941], [-4.19133, -1.36688, -0.31798], [2.33414, -0.18996, 3.44398], [3.35597, 0.92445, 3.39202], [4.65877, 0.51395, 2.76923], [5.58110, 1.40645, 3.38560], [5.06521, 1.70442, 4.61269], [5.67382, 2.23814, 5.48941], [3.76405, 1.30838, 4.70468], [1.44195, 0.13557, 3.97753], [2.04820, -0.50765, 2.44048], [2.72581, -1.05476, 3.98750], [2.93043, 1.80543, 2.89838], [4.66248, 0.63528, 1.68526], [4.95303, -0.51001, 3.01602], [-0.37429, -1.01278, -4.38897], [-1.40355, -0.02759, -4.90249], [-0.81362, 1.06489, -5.74632], [-1.74493, 2.12533, -5.55781], [-2.28320, 1.94638, -4.31820], [-2.92614, 2.76570, -3.73552], [-1.98672, 0.70749, -3.83112], [-0.83688, -1.73711, -3.71532], [0.09773, -1.55164, -5.21366], [0.40289, -0.50287, -3.81270], [-2.20737, -0.55666, -5.42647], [-0.74159, 0.78987, -6.79919], [0.16630, 1.40109, -5.39621]],
  "forces_ev_per_a": [[1.77, 1.45, -3.46], [-2.87, 0.85, 7.71], [1.30, -2.13, -3.14], [-1.53, 0.74, -1.71], [2.53, 1.88, 0.63], [-0.85, -2.82, 0.00], [-2.22, 0.30, -2.81], [2.36, 0.73, -1.03], [-0.04, -1.73, 3.13], [-2.78, 0.11, 0.11], [1.08, -2.57, -1.61], [1.55, 0.51, 2.82], [0.34, 1.68, -2.56], [-2.39, 1.47, 0.88], [0.44, -0.15, 0.53], [0.41, -0.13, 0.14], [0.39, -0.28, 0.10], [0.06, 0.05, 0.46], [-0.82, -0.73, -0.21], [0.17, 0.01, -0.59], [-0.11, 0.08, 0.43], [0.39, 0.41, 0.69], [-0.35, -0.29, -0.54], [0.67, 0.22, -0.10], [0.16, 0.08, -0.09], [0.13, 0.13, 0.11], [0.11, 0.09, -0.10], [0.12, -0.02, -0.02], [0.16, 0.12, 0.11], [-0.18, -0.02, 0.04], [-0.07, -0.05, 0.39], [0.73, -0.96, 0.08], [0.14, 0.00, -0.63], [-0.20, -0.02, 0.50], [-0.48, 0.66, 0.38], [0.34, -0.52, -0.32], [-0.21, 0.62, -0.16], [-0.02, -0.03, -0.14], [-0.10, 0.05, 0.02], [-0.06, 0.07, -0.14], [0.04, 0.11, -0.05], [-0.13, 0.19, 0.05], [0.00, -0.16, 0.09]],
  "mulliken_charge": [-0.609, 1.030, -0.630, 0.461, 0.556, -0.249, -0.248, 0.521, -0.210, -0.302, 0.520, -0.191, -0.199, -0.244, -0.110, -0.043, -0.098, -1.136, 0.504, -0.478, -0.337, 0.611, -0.528, -0.361, 0.331, 0.179, 0.323, 0.281, 0.311, 0.323, -1.375, 0.521, -0.523, -0.325, 0.596, -0.523, -0.233, 0.261, 0.403, 0.344, 0.236, 0.320, 0.320]
}